Below is 9 unconnected molecules or ions with the total composition C39H67BCl16F5N4O6S at a distorted geometry, with properties calculated with ωB97M-V/def2-TZVPD.

ORCA input file:
```
! wB97M-V def2-TZVPD RIJCOSX def2/J DEFGRID3
* xyz 1 1
Cl 0.19881 8.24826 -1.41037
Cl 0.12560 -4.11217 6.94367
Cl -8.56577 5.03394 1.32090
Cl -7.44836 7.31826 -0.94262
Cl 3.79005 -4.06791 3.71850
Cl 0.88226 -3.96506 1.93850
Cl -3.85099 -6.10328 -4.22321
Cl -9.57536 -9.39800 -4.66805
Cl -1.88402 -4.09462 4.21960
Cl 7.10414 -1.16021 2.25798
Cl -3.41442 -6.94327 -0.96642
Cl 1.88569 -6.40948 -0.32634
Cl 9.40201 -3.32821 3.52227
Cl 3.50006 8.98656 -0.98140
Cl -7.70421 -6.94891 -3.23709
Cl -0.11862 -5.64313 -2.95963
S -0.83608 0.61793 -2.89399
F -3.92498 -2.51482 0.32724
F -4.67577 -0.53177 0.65307
F -3.24553 -0.88373 -0.90413
F 1.82282 0.79034 2.49978
F 1.85155 -0.53930 0.80016
O -4.50542 1.72119 -1.54882
O 1.42870 2.86888 4.29519
O -3.11151 3.54100 -0.96928
O 2.91819 3.72234 -0.65675
O 6.09009 0.99104 -2.15137
O -4.41094 2.51542 0.73118
N -1.00972 2.49514 0.25619
N -2.10386 2.94869 -1.69821
N 0.76186 4.04438 -0.04008
N -0.10422 1.80756 -1.82052
C -1.69401 -0.87907 3.57979
C 2.68273 5.57323 0.73196
C 0.15905 3.12540 2.24224
C -7.13395 -8.20713 -4.37031
C 1.39121 3.55826 3.05154
C -2.69642 -1.20225 2.68533
C 5.98287 0.17105 -1.01164
C 0.05864 -7.23861 -2.18102
C 2.51198 -3.50382 1.37602
C 3.77917 1.75817 -3.74654
C -7.13202 4.89554 0.27762
C -8.18036 -8.56082 -5.39363
C 4.80542 2.75485 -3.19825
C 0.36572 2.86726 0.75606
C -2.46370 -0.94990 1.32693
C 1.11975 0.47072 1.38977
C -3.61642 -5.29854 -1.62926
C 5.58904 2.30526 -1.98062
C 0.29199 -7.11741 -0.69989
C -0.04338 5.25051 0.19556
C 0.97592 1.08995 -1.03299
C -1.10762 -5.52198 4.95796
C -1.24079 -0.43166 0.88496
C 2.28054 1.00933 -1.87689
C 3.60406 -4.35552 1.96575
C -1.07562 2.41886 -1.07523
C 2.63078 8.84820 -2.53103
C 1.20768 1.63565 0.40233
C -3.55775 -1.24325 0.34669
C -0.47706 -0.32402 3.14703
C -4.54953 -5.26628 -2.81276
C 8.30609 -2.27632 4.45214
C 2.36497 1.84430 -3.15598
C -1.01076 -5.39580 6.45519
C 1.20660 9.32443 -2.42656
C 6.97458 -2.10373 3.77050
C -6.45759 6.22443 0.04935
C 2.15997 4.37737 -0.01587
C -0.23054 -0.09712 1.78845
B -4.06257 2.55661 -0.57268
H -2.23403 2.91182 -2.69596
H -7.44517 4.44459 -0.66186
H 2.04770 2.87023 -3.01257
H -6.84278 -9.07308 -3.78215
H 0.87122 -7.76361 -2.67579
H -0.12677 -5.63287 4.50136
H 2.25189 1.92702 0.44396
H 2.75867 6.38259 0.00831
H 2.39726 -0.02637 -2.18308
H 8.80425 -1.32178 4.60041
H 6.41912 2.99781 -1.82680
H -1.85635 -1.08633 4.62435
H -0.46507 -6.49486 -0.22881
H -0.64088 -6.32897 6.87582
H -5.14398 1.91938 0.91323
H -6.44124 4.21922 0.77915
H -1.71486 -6.38715 4.69788
H 4.34510 3.72102 -3.01630
H -1.73209 3.09799 0.63679
H -0.23009 2.24567 2.74002
H -5.50721 -5.73196 -2.59444
H -4.02040 -4.68038 -0.82940
H 0.75044 9.33931 -3.41429
H 6.23694 0.71622 -0.10409
H 0.28322 6.02067 -0.49632
H 6.52507 -3.06130 3.52579
H 1.14944 10.32218 -2.00090
H -6.24353 6.72433 0.99043
H 3.72757 1.89385 -4.82238
H 6.29397 -1.56024 4.42327
H -6.25044 -7.80889 -4.86603
H 1.29930 4.61210 3.29764
H 4.99388 2.35610 -1.07078
H 4.99359 -0.28305 -0.92796
H 2.06593 5.89389 1.55674
H -4.72357 -4.23232 -3.10734
H -2.62788 -4.93025 -1.89362
H 2.66190 -2.46130 1.63961
H -0.61309 3.87762 2.38228
H 0.26759 -8.10361 -0.24033
H -3.63035 -1.63893 2.99656
H -0.68917 1.27067 -4.05903
H 3.42604 -5.41533 1.82287
H -4.99417 0.97529 -1.18522
H 0.02013 5.66030 1.20223
H 8.15712 -2.74700 5.42230
H 3.14045 1.24368 -1.26290
H -0.86935 -7.78001 -2.35783
H -7.75048 -9.23576 -6.13149
H 6.71116 -0.62721 -1.11374
H -1.12081 -0.28293 -0.17381
H 2.50685 -3.59362 0.29161
H 2.32346 3.41360 2.51166
H -1.97722 -5.17196 6.89880
H 5.53469 2.92412 -3.98938
H -5.52021 6.07133 -0.48565
H 0.26088 -0.11086 3.90201
H -1.09304 5.07980 -0.02191
H 3.16484 9.46394 -3.25199
H 0.64731 0.06368 -0.98794
H 4.55236 -4.09373 1.49789
H 2.68302 7.81113 -2.85365
H 4.17056 0.75497 -3.59277
H 3.69100 5.32300 1.03350
H -8.55082 -7.67581 -5.90411
H 1.71652 1.37941 -3.89770
H 2.21387 2.31970 4.29593
*
```

Properties
lowest unoccupied orbital energy: -0.102 Ha
HOMO level: -11.3 eV
gap between HOMO and LUMO: 8.53 eV
E: -285231.813 eV